ORCA calculation (ωB97M-V/def2-TZVPD) on C3H4OS in the gas phase.

Geometry (Å):
C1 -0.8111 -0.7405 -0.6559
C2 -0.2403 0.5638 -0.3276
C3 0.8679 0.2709 0.7392
H1 0.1222 -1.2570 -1.0478
H2 -0.8522 1.4695 -0.0304
H3 1.1703 -0.8047 1.0874
H4 0.9452 1.1121 1.5455
O1 1.1437 0.6163 -0.5713
S1 -2.3456 -1.2304 -0.7391

Calculated values
* E: -16055.6040 eV
* highest occupied orbital energy: -8.9 eV
* Kohn-Sham gap: 8.6 eV
* ΔE to the lowest compared entry with this formula, charge and spin: 241.8 kJ/mol

---

ORCA calculation (ωB97M-V/def2-TZVPD) on 7 unconnected molecules or ions with the total composition C30H49N7O11.

Geometry (Å):
C1 -1.9352 -1.3793 -2.7147
C2 -2.8722 -1.9343 -1.4947
C3 -2.0422 -2.9393 -0.5917
C4 -2.9872 -3.1743 0.5773
C5 -3.2102 -1.9033 1.3843
C6 -4.0312 -0.9383 0.6023
N1 -3.3372 -0.7663 -0.7677
O1 -3.5472 0.3187 -1.4347
C7 -3.8602 0.4587 1.3083
C8 -5.5192 -1.2823 0.4473
C9 -3.9502 -2.5973 -2.3177
H1 -1.5492 -2.0993 -3.4777
H2 -1.2522 -0.9583 -1.9747
H3 -2.4522 -0.7353 -3.4087
H4 -0.9642 -2.3033 -0.4107
H5 -1.6402 -3.8733 -1.2937
H6 -2.4312 -3.9953 1.0473
H7 -3.6922 -3.8943 0.2443
H8 -2.3562 -1.4573 1.7473
H9 -3.6482 -1.9733 2.2853
H10 -2.8022 0.7737 1.2383
H11 -4.0612 0.3037 2.3683
H12 -4.7032 1.2697 1.0373
H13 -6.0932 -0.3553 -0.0787
H14 -5.7202 -1.6253 1.4133
H15 -5.4622 -1.9113 -0.2887
H16 -3.6522 -3.3133 -3.2197
H17 -4.4752 -1.7323 -2.7987
H18 -4.5462 -3.0253 -1.7937
N2 0.8438 0.4727 -0.1937
O2 -0.2222 0.8007 0.3793
O3 1.2618 -0.7143 -0.0697
O4 1.2588 1.1157 -1.1837
C10 -0.5862 2.8927 2.7643
C11 -1.3072 4.2107 2.8963
C12 -2.4102 4.3477 4.1093
C13 -2.5952 3.0327 5.0033
C14 -1.7442 1.7097 4.7633
C15 -0.7642 1.8237 3.5653
N3 -3.5062 3.1487 6.1483
O5 -4.1052 2.1117 6.5333
O6 -3.9202 4.2707 6.3893
H19 0.2198 2.6597 2.0373
H20 -1.1042 5.1547 2.3583
H21 -3.0932 5.2037 4.4393
H22 -1.9042 1.0527 5.4233
H23 -0.2382 0.7927 3.3963
C16 3.3738 -3.5023 -3.6347
C17 2.8038 -2.0953 -3.0937
C18 3.3788 -0.7573 -3.7457
C19 4.3688 -0.8833 -4.9317
C20 5.0828 -2.2223 -5.2577
C21 4.4008 -3.5383 -4.5737
N4 4.7548 0.3327 -5.4887
O7 5.8828 0.4057 -6.0237
O8 3.9398 1.2287 -5.3587
H24 2.9268 -4.4493 -3.2427
H25 2.0588 -2.0483 -2.2287
H26 2.8858 0.1907 -3.2237
H27 5.8558 -2.3173 -5.9417
H28 4.5838 -4.5373 -4.9547
C22 4.2608 2.6177 0.4973
O9 4.4858 3.7607 0.9003
N5 5.0468 1.5267 0.7013
C23 4.5868 0.1707 0.3173
C24 6.4078 1.6217 1.3663
H29 3.2608 2.5057 0.0603
H30 3.7788 0.0927 0.9243
H31 5.5128 -0.6523 0.2073
H32 4.4478 0.4037 -0.7147
H33 6.7908 2.4687 1.7303
H34 7.0848 1.4147 0.8313
H35 6.5718 0.6157 1.9523
C25 0.1368 3.5947 -3.7837
O10 0.4418 4.0977 -4.8787
N6 -1.0952 3.5887 -3.3827
C26 -1.3532 2.8967 -2.0587
C27 -2.1952 3.9707 -4.2017
H36 0.9408 3.3967 -3.1167
H37 -2.3822 3.0377 -1.7667
H38 -0.7662 3.3027 -1.2227
H39 -1.2452 1.8787 -2.1827
H40 -2.9402 4.4427 -3.7897
H41 -2.3442 3.1497 -4.9317
H42 -2.0072 4.6537 -4.9107
C28 2.8418 -2.8123 4.8373
O11 2.7998 -2.7023 6.1033
N7 1.7708 -2.6293 4.0583
C29 1.8248 -2.7443 2.6553
C30 0.4928 -2.2983 4.5043
H43 3.6948 -3.2753 4.4433
H44 2.4238 -3.4883 2.3693
H45 2.4208 -1.9953 1.9563
H46 0.8918 -3.1083 2.0823
H47 0.0988 -1.4093 4.1533
H48 0.1968 -2.2213 5.5433
H49 -0.4702 -2.7253 4.0493

Calculated values
* E: -64824.2099 eV
* highest occupied orbital energy: -8.5 eV
* Kohn-Sham gap: 3.9 eV
* ΔE to the lowest compared entry with this formula, charge and spin: 689.5 kJ/mol